[1]
ORCA calculation (ωB97M-V/def2-TZVPD) on C14H19NO6 in the gas phase in a non-equilibrium geometry.

Computed properties:
Relative energy (zero: lowest compared OMol25 entry of this formula, charge and spin) in kcal/mol: 130.72
Electronic energy in a.u.: -1050.896245
Orbital gap in Eh: 0.362

Structure (XYZ):
```
40
Properties=species:S:1:pos:R:3:mulliken_charge:R:1
C 1.782 -0.146 4.469 -0.58
O 0.933 1.004 4.526 -0.40
C -0.331 0.785 3.895 -0.51
C -0.208 0.053 2.481 0.14
C -1.443 0.530 1.630 -1.10
N -1.568 -0.129 0.310 0.38
C -2.785 -0.900 0.084 -0.74
C -2.889 -2.313 0.757 -0.39
O -2.346 -2.405 2.082 -0.52
C -0.393 -0.681 -0.198 0.29
O -0.133 -1.836 -0.410 -0.52
O 0.620 0.282 -0.514 -0.18
O 1.821 -0.411 -0.547 -0.15
C 2.524 -0.121 -1.715 0.15
O 3.691 -0.397 -1.730 -0.52
C 1.921 0.546 -2.963 0.54
C 0.649 0.133 -3.546 -0.02
C 0.059 0.798 -4.710 -0.70
C 0.811 1.908 -5.283 -0.24
C 2.113 2.329 -4.748 -0.53
C 2.659 1.644 -3.590 -0.29
H 2.435 -0.044 3.563 0.21
H 2.468 -0.179 5.358 0.26
H 1.228 -1.125 4.470 0.25
H -0.789 1.794 3.711 0.37
H -1.044 0.231 4.566 0.28
H 0.738 0.444 2.025 0.29
H -0.225 -1.052 2.617 0.15
H -2.375 0.390 2.246 0.41
H -1.356 1.650 1.500 0.33
H -3.014 -1.037 -1.012 0.31
H -3.648 -0.286 0.474 0.40
H -3.936 -2.736 0.768 0.36
H -2.302 -3.031 0.112 0.23
H -1.570 -2.989 2.020 0.33
H 0.135 -0.728 -3.051 0.34
H -0.918 0.450 -5.116 0.36
H 0.352 2.438 -6.154 0.32
H 2.697 3.158 -5.202 0.35
H 3.638 1.979 -3.173 0.35
```

[2]
ORCA calculation (ωB97M-V/def2-TZVPD) on a molecular structure, C14H20Br22I in a non-equilibrium geometry.

Computed properties:
Charge: -1
Electronic energy in a.u.: -57471.218534
Orbital gap in Eh: 0.109

Structure (XYZ):
```
57
Properties=species:S:1:pos:R:3:mulliken_charge:R:1
C 3.641 -1.041 -1.094 -0.54
C 3.572 -2.582 -1.677 -0.44
C 2.884 -3.657 -0.599 0.00
I 4.552 -5.042 -0.070 -0.28
C 1.665 -4.543 -1.258 -1.00
C 0.177 -4.021 -0.730 -0.40
C -0.185 -2.484 -1.224 0.08
C -1.852 -2.365 -1.308 -0.93
Br 0.342 -1.137 0.212 -0.20
H 4.691 -0.532 -1.199 0.28
H 2.772 -0.448 -1.658 0.10
H 3.326 -1.113 0.054 0.03
H 4.690 -2.897 -1.902 0.36
H 2.999 -2.537 -2.702 0.24
H 2.545 -3.129 0.407 0.13
H 1.772 -4.367 -2.433 0.14
H -0.606 -4.748 -1.264 0.28
H 0.026 -4.192 0.427 0.20
H 0.258 -2.220 -2.277 0.20
H -2.327 -3.188 -1.992 0.35
H -2.063 -1.271 -1.697 0.24
H -2.210 -2.441 -0.174 0.20
C 0.952 0.567 3.979 -0.35
Br 1.578 1.201 5.709 -0.08
Br 1.659 1.637 2.517 -0.03
Br 1.312 -1.328 3.729 0.06
H -0.136 0.690 3.968 0.42
C -0.139 4.708 0.827 -0.16
Br -0.361 5.963 2.297 -0.04
Br -1.535 4.907 -0.512 0.05
Br 1.638 4.819 0.043 -0.02
H -0.240 3.702 1.248 0.16
C -3.077 5.643 -4.557 -0.28
Br -4.077 5.664 -2.889 -0.06
Br -1.616 4.360 -4.510 0.02
Br -4.238 5.362 -6.093 -0.09
H -2.628 6.635 -4.674 0.42
C 1.878 -3.820 6.634 0.11
Br 0.141 -3.639 7.492 -0.01
Br 3.328 -3.835 7.931 -0.05
Br 1.945 -5.366 5.456 0.01
H 2.019 -2.934 6.007 -0.11
C 3.678 -7.727 9.149 -0.06
Br 1.941 -7.546 10.007 0.00
Br 5.128 -7.742 10.445 -0.03
Br 3.745 -9.273 7.970 -0.01
H 3.819 -6.841 8.522 0.09
C -1.236 6.350 -8.382 0.36
Br 0.283 5.321 -7.735 0.00
Br -1.038 8.248 -8.002 -0.02
Br -1.583 6.022 -10.267 -0.03
H -2.116 6.004 -7.830 -0.31
C -8.459 6.455 -2.866 -0.34
Br -7.833 7.088 -1.136 -0.02
Br -7.752 7.525 -4.328 -0.01
Br -8.099 4.559 -3.116 -0.01
H -9.547 6.578 -2.876 0.35
```

[3]
ORCA calculation (ωB97M-V/def2-TZVPD) on 2 unconnected molecules or ions with the total composition C14H20BrNO7P in a non-equilibrium geometry.

Computed properties:
Charge: +1
Electronic energy in a.u.: -4041.872391
Orbital gap in Eh: 0.271

Structure (XYZ):
```
44
Properties=species:S:1:pos:R:3:mulliken_charge:R:1
C -0.297 4.345 2.481 -1.14
P -1.383 2.878 2.577 0.25
O -2.531 3.176 1.451 -0.54
C -0.342 1.580 1.721 0.58
C 0.138 1.861 0.451 0.25
C 0.905 0.913 -0.206 -0.75
Br 1.571 1.187 -1.942 -0.11
C 1.195 -0.272 0.426 0.09
N 0.719 -0.538 1.661 0.17
C 1.084 -1.828 2.285 -0.79
C 2.269 -1.680 3.251 0.74
O 2.490 -2.515 4.044 -0.45
O 2.994 -0.544 3.176 -0.44
C -0.061 0.351 2.330 -0.02
C -0.605 0.025 3.685 -1.55
C -1.863 -0.839 3.438 0.45
C -3.213 -0.177 3.961 -1.03
O -2.680 -0.443 2.487 -0.42
H -0.218 4.810 3.455 0.38
H -0.633 5.041 1.717 0.33
H 0.700 4.002 2.205 0.39
H -3.293 2.626 1.671 0.35
H -0.091 2.813 -0.004 0.59
H 1.810 -1.023 -0.042 0.57
H 1.362 -2.501 1.481 0.48
H 0.259 -2.254 2.833 0.09
H 3.243 -0.348 2.263 0.34
H -0.987 0.900 4.184 0.54
H 0.068 -0.570 4.295 0.36
H -1.780 -1.906 3.578 0.54
H -3.452 -1.179 4.439 0.29
H -4.242 -0.085 3.600 0.44
C 1.200 -2.661 -7.974 -0.62
O 0.154 -2.062 -7.200 -0.32
C 0.561 -1.485 -6.079 0.75
O 1.693 -1.426 -5.674 -0.55
O -0.508 -0.970 -5.460 -0.31
C -0.191 -0.316 -4.238 -0.73
H 0.727 -3.090 -8.852 0.22
H 1.924 -1.910 -8.285 0.30
H 1.693 -3.449 -7.408 0.30
H 0.479 0.520 -4.420 0.32
H 0.256 -1.017 -3.534 0.34
H -1.125 0.059 -3.827 0.30
```